Entry 1:
The following is a quantum chemistry calculation of a cluster of 2 separate species, CFOS in total, from OMol25.

```
! RIJCOSX wB97M-V def2-TZVPD def2/J DEFGRID3
* xyz -1 1
C -0.296 0.409 0.047
O 0.460 1.308 -0.036
F 1.434 -1.259 -0.009
S -1.598 -0.458 -0.001
*
```

For the LUMO energy, the calculation gives 3.498 eV. The energy relative to the best compared isomer or geometry (same formula, charge and spin) is 25.2 kcal per mole. The value obtained for the HOMO energy is -3.95 eV.

Table of natural (NBO) atomic charges, one value per atom, all in e: 0.53, -0.49, -0.92, -0.12

Entry 2:
The following is a quantum chemistry calculation of a cluster of 2 separate species, C3HF in total, from OMol25.

```
! RIJCOSX wB97M-V def2-TZVPD def2/J DEFGRID3
* xyz 0 3
C -0.429 0.988 -1.827
C -0.420 0.378 -0.693
C -0.296 -0.098 0.476
F 1.570 -1.070 0.523
H -0.425 -0.198 1.521
*
```

For the LUMO energy (alpha / beta), the calculation gives -2.293 / -4.081 eV. The energy relative to the best compared isomer or geometry (same formula, charge and spin) is 63.1 kcal per mole. The value obtained for the HOMO energy (alpha / beta) is -10.17 / -11.85 eV. The expectation value of S² is 2.363.

Table of natural (NBO) atomic charges, one value per atom, all in e: 0.44, -0.39, 0.18, -0.47, 0.25

Entry 3:
The following is a quantum chemistry calculation of a cluster of 8 separate species, C4H25N2O8 in total, from OMol25.

```
! RIJCOSX wB97M-V def2-TZVPD def2/J DEFGRID3
* xyz 0 2
C -1.117 -1.094 3.511
N -0.042 -0.625 4.478
C -0.636 -0.611 2.178
C 0.239 -1.738 1.585
N -1.937 -0.485 1.380
C -1.647 0.126 0.091
O -0.638 1.054 0.143
H -2.021 -0.594 3.890
H -1.234 -2.247 3.492
H 0.701 -1.246 4.814
H 0.413 0.266 4.009
H -0.076 0.270 2.228
H 0.231 -1.670 0.501
H -0.275 -2.720 1.810
H 1.201 -1.603 2.099
H -2.438 0.138 1.922
H -1.099 -0.543 -0.629
H -2.552 0.600 -0.365
H 1.547 2.798 0.309
H 1.261 3.873 -0.747
O 1.823 3.619 -0.087
H -0.919 2.406 0.891
H -0.596 3.933 1.112
O -1.250 3.244 1.339
H 2.756 -0.315 -1.580
H 3.450 -1.705 -1.230
O 3.541 -0.863 -1.688
H -2.465 -2.624 -2.878
H -2.276 -1.130 -2.848
O -2.801 -1.821 -3.123
H 0.538 -1.396 -1.279
H 1.547 -1.805 -2.387
O 1.152 -2.217 -1.614
H 0.120 0.733 -1.058
H 1.227 1.716 -1.908
O 0.878 0.808 -1.748
H 2.024 0.292 -3.905
H 0.648 -0.047 -3.370
O 1.184 -0.038 -4.233
*
```

For the LUMO energy (alpha / beta), the calculation gives -0.172 / -4.416 eV. The energy relative to the best compared isomer or geometry (same formula, charge and spin) is 97.4 kcal per mole. The value obtained for the HOMO energy (alpha / beta) is -9.56 / -9.56 eV. The expectation value of S² is 0.754.

Here are the natural (NBO) charges for atoms 1 to 6, given in e: -0.22, -0.87, -0.08, -0.60, -0.60, 0.03

Entry 4:
The following is a quantum chemistry calculation of a cluster of 2 separate species, C6H8O2 in total, from OMol25.

```
! RIJCOSX wB97M-V def2-TZVPD def2/J DEFGRID3
* xyz 0 1
C -1.710 0.459 -1.018
C -0.250 0.026 -0.921
C 0.631 -0.177 -0.009
C 0.200 0.198 1.512
C -0.124 1.351 1.875
C 1.773 -1.204 -0.371
H -2.061 1.105 0.004
H -2.603 -0.485 -1.247
H -1.968 1.294 -1.982
H -0.188 -0.434 -1.953
H -0.186 -0.971 2.465
H -0.613 1.237 3.024
H -0.261 2.480 1.533
H 2.774 -1.940 -1.809
O 1.880 -1.600 -1.591
O 2.708 -1.341 0.488
*
```

For the LUMO energy, the calculation gives 0.460 eV. The energy relative to the best compared isomer or geometry (same formula, charge and spin) is 154.0 kcal per mole. The value obtained for the HOMO energy is -9.80 eV.

Here are the natural (NBO) charges for atoms 1 to 6, given in e: -0.68, -0.15, -0.17, -0.14, -0.48, 0.77

Entry 5:
The following is a quantum chemistry calculation of a structure of composition C50H50I4N10O2RbS, from OMol25.

```
! RIJCOSX wB97M-V def2-TZVPD def2/J DEFGRID3
* xyz -2 2
Rb -0.373 -0.143 0.220
C 4.142 0.375 -2.404
C 4.990 -0.701 -2.271
C 4.767 -1.595 -1.220
C 3.709 -1.380 -0.299
N 2.849 -0.388 -0.483
C 3.080 0.469 -1.481
C 3.606 -2.313 0.827
C 4.740 -3.102 1.110
C 4.620 -4.215 1.970
C 3.405 -4.371 2.620
C 2.319 -3.488 2.327
N 2.451 -2.478 1.477
C 1.091 -3.645 3.095
C 1.075 -4.491 4.223
C -0.131 -4.858 4.795
C -1.284 -4.182 4.374
C -1.172 -3.310 3.300
N -0.023 -3.074 2.660
H 4.247 1.186 -3.148
H 5.831 -0.856 -2.966
H 5.330 -2.512 -1.147
H 2.324 1.269 -1.526
H 5.717 -2.839 0.711
H 5.425 -4.930 2.144
H 3.220 -5.199 3.292
H 2.000 -4.847 4.619
H -0.172 -5.627 5.560
H -2.254 -4.297 4.875
H -2.055 -2.829 2.869
N 0.583 -0.572 4.851
C 0.837 0.637 5.623
C 1.107 1.908 4.810
C 2.497 2.002 4.216
C 2.630 2.921 2.996
N 1.984 2.378 1.834
H 0.676 -1.434 5.403
H 1.159 -0.618 4.007
H 1.685 0.546 6.349
H -0.058 0.828 6.233
H 0.866 2.792 5.443
H 0.343 1.952 3.999
H 2.901 0.992 3.947
H 3.226 2.301 4.984
H 3.692 3.016 2.744
H 2.297 3.937 3.257
H 2.174 2.950 0.998
H 0.966 2.409 1.974
N -1.688 4.975 0.761
C -1.061 5.837 -0.142
C -1.066 7.203 0.062
C -0.544 8.063 -0.873
C 0.006 7.564 -2.050
C 0.065 6.182 -2.279
C -0.445 5.336 -1.310
S -0.311 3.634 -1.546
N -0.746 2.992 -0.117
C -1.508 3.626 0.713
C -2.191 2.890 1.795
C -3.454 3.408 2.252
C -4.107 2.774 3.303
C -3.475 1.660 3.910
C -2.290 1.185 3.351
N -1.653 1.769 2.335
H -2.143 5.344 1.594
H -1.509 7.602 0.969
H -0.606 9.131 -0.711
H 0.435 8.302 -2.723
H 0.477 5.819 -3.192
H -3.874 4.280 1.756
H -5.047 3.165 3.676
H -3.942 1.106 4.750
H -1.837 0.242 3.688
I 3.070 4.181 -1.525
I 6.260 4.290 -2.279
C -3.839 1.048 -1.451
O -3.139 0.450 -0.402
H -4.037 2.100 -1.223
H -4.816 0.592 -1.693
H -3.260 1.066 -2.389
N -0.470 0.059 -3.006
C -1.067 -0.239 -4.066
C -0.999 0.655 -5.290
C -0.739 2.022 -5.105
C -0.527 2.848 -6.207
C -0.631 2.351 -7.507
C -0.912 1.010 -7.689
C -1.111 0.182 -6.585
C -2.001 -1.461 -4.094
C -1.477 -2.710 -3.820
C -2.341 -3.764 -3.637
C -3.712 -3.607 -3.727
C -4.213 -2.330 -4.029
C -3.352 -1.271 -4.255
H -0.744 2.438 -4.118
H -0.314 3.908 -6.076
H -0.577 3.024 -8.347
H -0.946 0.558 -8.685
H -1.356 -0.852 -6.735
H -0.400 -2.817 -3.787
H -1.944 -4.740 -3.400
H -4.374 -4.443 -3.582
H -5.290 -2.143 -4.116
H -3.751 -0.318 -4.602
I -4.218 -1.078 0.739
I -4.936 -2.619 2.928
O -1.370 -3.124 -0.665
N -0.678 -4.179 -0.488
C -1.160 -5.308 0.165
C -0.351 -6.416 0.358
C 0.982 -6.337 -0.118
C 1.491 -5.245 -0.795
C 0.605 -4.209 -1.046
H -2.138 -5.116 0.560
H -0.720 -7.290 0.884
H 1.600 -7.233 -0.015
H 2.519 -5.255 -1.205
H 0.858 -3.336 -1.637
*
```

For the LUMO energy, the calculation gives 3.110 eV. The energy relative to the best compared isomer or geometry (same formula, charge and spin) is 0.0 kcal per mole. The value obtained for the HOMO energy is -0.90 eV. The expectation value of S² is 0.756.

Here are the Mulliken charges for atoms 1 to 6, given in e: 0.20, -0.87, -0.73, -0.79, 0.35, 0.38

Entry 6:
The following is a quantum chemistry calculation of a cluster of 3 separate species, C26H53F3INO14P2 in total, from OMol25.

```
! RIJCOSX wB97M-V def2-TZVPD def2/J DEFGRID3
* xyz 0 1
C -2.907 -2.245 3.983
C -3.776 -3.114 3.024
C -3.745 -2.655 1.548
C -2.284 -2.427 0.969
N -2.147 -0.986 0.657
C -0.762 -0.520 0.504
C -0.383 -0.429 -0.997
C -0.215 -1.799 -1.715
C 0.696 -2.811 -0.964
I 1.637 -4.264 -2.227
O 0.200 -1.007 1.417
C -0.222 -0.533 2.681
O 0.094 -1.023 3.671
O -0.978 0.588 2.464
C -0.785 0.959 1.087
C -1.804 1.973 0.482
O -3.161 1.760 0.870
O -3.931 1.703 -0.295
C 0.594 1.732 0.928
C 1.133 2.342 2.247
O 2.487 2.742 2.009
C 0.390 3.623 2.715
F 0.329 4.513 1.704
F 1.157 4.210 3.658
F -0.794 3.406 3.272
H -3.360 -2.107 4.979
H -1.906 -2.692 4.116
H -2.838 -1.238 3.523
H -3.563 -4.195 3.145
H -4.829 -3.001 3.364
H -4.269 -3.373 0.886
H -4.278 -1.690 1.461
H -1.586 -2.789 1.740
H -2.190 -3.094 0.085
H -2.658 -0.866 -0.215
H -1.225 0.094 -1.493
H 0.523 0.168 -1.206
H -1.179 -2.259 -2.008
H 0.292 -1.582 -2.680
H 0.087 -3.283 -0.173
H 1.455 -2.220 -0.418
H -1.525 2.967 0.894
H -1.657 2.055 -0.607
H -3.634 0.936 -0.815
H 1.351 1.074 0.470
H 0.446 2.570 0.216
H 1.174 1.646 3.100
H 2.603 2.824 1.052
C 11.545 4.172 2.369
C 10.513 5.173 2.861
O 9.267 5.035 2.183
P 8.331 3.729 2.519
O 7.781 4.097 3.867
O 7.020 4.100 1.592
C 5.718 4.179 2.174
C 5.378 5.608 2.555
O 8.953 2.903 1.195
C 8.851 1.467 1.229
C 7.411 0.987 1.229
H 11.262 3.152 2.643
H 12.523 4.381 2.805
H 11.626 4.204 1.282
H 10.361 5.075 3.941
H 10.867 6.186 2.666
H 5.629 3.507 3.029
H 5.007 3.826 1.424
H 6.189 6.085 3.105
H 4.472 5.642 3.163
H 5.213 6.209 1.658
H 9.383 1.090 2.107
H 9.366 1.092 0.344
H 6.900 1.268 2.155
H 7.369 -0.099 1.140
H 6.855 1.434 0.405
C -7.741 -5.488 -2.373
C -6.410 -4.873 -1.976
O -5.706 -4.348 -3.099
P -6.263 -2.973 -3.801
O -5.835 -1.936 -2.800
O -5.074 -2.752 -4.924
C -4.345 -1.529 -4.964
C -3.062 -1.643 -4.164
O -7.099 -3.860 -4.953
C -8.201 -3.194 -5.601
C -7.756 -1.994 -6.417
H -8.438 -4.720 -2.723
H -8.199 -5.997 -1.524
H -7.610 -6.201 -3.187
H -6.553 -4.089 -1.226
H -5.772 -5.641 -1.536
H -4.957 -0.695 -4.618
H -4.106 -1.327 -6.011
H -3.241 -2.084 -3.182
H -2.596 -0.663 -4.031
H -2.351 -2.297 -4.673
H -8.935 -2.896 -4.848
H -8.675 -3.928 -6.253
H -7.366 -1.200 -5.772
H -8.592 -1.584 -6.984
H -6.959 -2.270 -7.108
*
```

For the LUMO energy, the calculation gives -0.884 eV. As for the structure (SMILES): CCCCN[C@]1(CCCI)OC(=O)O[C@@]1(COO)C[C@@H](O)C(F)(F)F.CCOP(=O)(OCC)OCC.CCOP(=O)(OCC)OCC. The value obtained for the HOMO energy is -9.48 eV.

Here are the Mulliken charges for atoms 1 to 6, given in e: -0.66, -0.69, -0.61, -0.64, 0.26, 0.42

Number 1: calculated total energy -16638.195 eV. Number 2: calculated total energy -5834.666 eV. Number 3: calculated total energy -23908.612 eV. Number 4: calculated total energy -10440.050 eV. Number 5: calculated total energy -115550.859 eV. Number 6: calculated total energy -92804.399 eV.